Formula: C2H4F2NO
Source: OMol25
Level of theory: ωB97M-V/def2-TZVPD

Geometry (Å):
C (1.312, -0.143, -0.392)
C (-0.530, -0.498, 0.229)
N (-1.379, 0.596, 0.373)
O (-1.595, 1.523, -0.661)
F (-0.944, -1.355, -0.753)
F (-0.431, -1.284, 1.350)
H (1.526, -0.528, -1.425)
H (1.065, 0.927, -0.246)
H (2.079, -0.465, 0.303)
H (-1.101, 1.227, 1.222)

Values from the calculation:
**Electronic energy**: -408.230366 a.u.
**Charge**: -1
**Frontier orbital gap**: 6.456 eV
**Spin multiplicity**: 1
**E_HOMO**: -2.01 eV



Formula: C3H11NO3S
Source: OMol25
Level of theory: ωB97M-V/def2-TZVPD

Geometry (Å):
O (-1.959, 0.520, 1.318)
C (-0.877, 1.067, 0.981)
N (0.308, 0.843, 1.492)
C (1.451, 1.226, 0.627)
C (1.910, 0.004, -0.251)
S (2.609, -1.354, 0.712)
H (-0.804, 1.908, 0.236)
H (0.063, 0.647, -1.819)
H (2.294, 1.596, 1.327)
H (1.197, 2.055, -0.024)
H (2.691, 0.352, -0.935)
H (0.980, -0.413, -0.582)
H (1.556, -1.301, 1.550)
H (-3.016, -1.786, -0.304)
H (-2.867, -0.313, 0.370)
O (-3.281, -0.864, -0.405)
H (-0.161, -0.923, -1.683)
H (-1.496, -1.438, -1.272)
O (-0.598, -1.824, -1.339)

Values from the calculation:
**Electronic energy**: -799.480332 a.u.
**Charge**: -1
**Frontier orbital gap (spin up / spin down)**: 7.712 / 5.941 eV
**Spin multiplicity**: 2
**E_HOMO (spin up / spin down)**: -4.36 / -4.29 eV
**<S²>**: 0.75



Formula: C3H5KO3
Source: OMol25
Level of theory: ωB97M-V/def2-TZVPD

Geometry (Å):
H (-3.664, -1.086, 0.344)
O (1.388, -0.647, 0.214)
C (0.132, -0.750, 0.602)
C (1.598, 0.596, -0.478)
O (-0.289, -1.758, 1.131)
O (-0.641, 0.158, -0.021)
C (0.186, 1.192, -0.578)
H (2.043, 0.373, -1.453)
H (2.279, 1.209, 0.122)
H (-0.129, 1.392, -1.607)
H (0.048, 2.086, 0.040)
K (-2.951, -2.766, 1.683)

Values from the calculation:
**Electronic energy**: -942.889662 a.u.
**Frontier orbital gap**: 5.576 eV
**Spin multiplicity**: 1
**E_HOMO**: -5.65 eV



Formula: BeCa2O24P6Sr6
Source: OMol25
Level of theory: ωB97M-V/def2-TZVPD

Geometry (Å):
Sr (4.524, 6.636, -0.280)
Sr (-0.037, 3.592, 3.500)
Sr (3.996, -0.410, -6.789)
Sr (5.718, 1.523, 2.839)
Sr (-2.936, -1.555, 0.933)
Sr (-4.158, 4.981, -0.796)
Ca (2.927, -3.063, 1.768)
Ca (-1.642, 0.789, -5.094)
Be (0.593, -4.911, -3.708)
P (-6.224, 2.786, -5.776)
O (-7.169, 1.567, -6.135)
O (-6.927, 4.239, -5.951)
O (-5.168, 2.538, -6.833)
O (-5.218, 2.704, -4.676)
P (-0.964, -6.370, 1.469)
O (-1.547, -7.218, 0.268)
O (-0.281, -5.253, 0.723)
O (-0.194, -7.282, 2.405)
O (-1.798, -5.454, 2.469)
P (5.521, 6.033, 4.841)
O (5.061, 6.956, 5.943)
O (5.969, 4.789, 5.563)
O (6.493, 6.648, 3.816)
O (4.326, 5.460, 3.984)
P (2.981, -1.689, 6.215)
O (3.325, -1.875, 7.745)
O (4.333, -1.858, 5.418)
O (2.387, -0.246, 5.771)
O (2.159, -2.735, 5.607)
P (-4.208, -3.435, -4.220)
O (-4.003, -4.998, -4.198)
O (-4.174, -2.844, -5.612)
O (-3.183, -2.666, -3.331)
O (-5.688, -3.212, -3.880)
P (1.152, 1.180, -0.836)
O (1.087, 0.381, -2.282)
O (2.325, 2.209, -0.608)
O (0.914, 0.242, 0.304)
O (-0.272, 1.823, -0.577)

Values from the calculation:
**Electronic energy**: -5406.887544 a.u.
**Frontier orbital gap**: 2.100 eV
**Spin multiplicity**: 1
**E_HOMO**: -6.14 eV



Formula: C5H6ClF3N2O
Source: OMol25
Level of theory: ωB97M-V/def2-TZVPD

Geometry (Å):
C (-0.397, -2.071, 0.773)
C (0.529, -2.649, 0.005)
C (1.286, -0.401, -0.633)
C (0.075, 1.575, 0.167)
C (2.646, -0.552, 0.005)
N (-0.391, -0.678, 1.067)
N (0.328, 0.128, 0.099)
O (1.343, 0.159, -1.889)
F (3.302, -1.567, -0.756)
F (3.416, 0.559, -0.169)
F (2.672, -0.858, 1.278)
Cl (0.589, -3.983, -0.939)
H (-1.174, -2.595, 1.382)
H (-0.979, 1.987, 0.006)
H (0.613, 1.851, 1.106)
H (0.675, 1.881, -0.617)
H (-0.321, -0.355, 1.997)
H (1.916, -0.407, -2.476)

Values from the calculation:
**Electronic energy**: -1138.481078 a.u.
**Frontier orbital gap**: 7.834 eV
**Spin multiplicity**: 1
**E_HOMO**: -7.84 eV



Formula: C6H8NOP
Source: OMol25
Level of theory: ωB97M-V/def2-TZVPD

Geometry (Å):
C (0.097, 1.686, 2.159)
C (0.979, 0.632, 2.295)
C (-0.814, 1.753, 1.083)
C (0.880, -0.439, 1.413)
C (-0.846, 0.709, 0.157)
C (0.006, -0.433, 0.357)
N (0.582, -0.699, -2.183)
O (-0.070, -1.452, -0.579)
P (-0.119, -1.536, -3.489)
H (0.244, 2.438, 2.816)
H (1.510, 0.350, 3.098)
H (-1.708, 2.410, 1.228)
H (1.485, -1.233, 1.554)
H (-1.361, 0.729, -0.796)
H (1.527, -0.962, -2.030)
H (-0.952, -0.368, -3.816)
H (-0.974, -2.198, -2.566)

Values from the calculation:
**Electronic energy**: -704.607427 a.u.
**Frontier orbital gap (spin up / spin down)**: 7.686 / 7.686 eV
**Spin multiplicity**: 1
**E_HOMO (spin up / spin down)**: -8.73 / -8.73 eV



Formula: C13H11AsN3OPdS6Te
Source: OMol25
Level of theory: ωB97M-V/def2-TZVPD

Geometry (Å):
Pd (-0.232, -0.193, 1.347)
S (2.566, -1.886, 1.665)
As (2.320, 0.133, 2.391)
S (0.575, 0.178, 3.671)
S (1.643, 1.254, 0.630)
S (4.120, 0.832, 3.174)
Te (-0.467, -2.772, 1.712)
C (-1.884, -3.326, 0.262)
C (-3.220, -3.039, 0.272)
C (-3.922, -3.607, -0.837)
C (-3.100, -4.301, -1.674)
S (-1.488, -4.274, -1.106)
H (-3.681, -2.424, 1.036)
H (-4.986, -3.493, -1.004)
H (-3.357, -4.818, -2.588)
N (-2.063, 0.886, 1.317)
C (-2.233, 1.961, 0.867)
N (-2.471, 3.133, 0.444)
C (-2.384, 3.710, -0.734)
N (-2.337, 4.285, -1.745)
C (-0.365, -1.148, -3.638)
S (-0.455, 0.059, -2.333)
O (-0.264, -0.743, -1.071)
C (-2.185, 0.434, -2.504)
C (-3.107, -0.399, -1.886)
C (-4.455, -0.105, -2.013)
C (-4.864, 1.010, -2.743)
C (-3.927, 1.844, -3.335)
C (-2.572, 1.562, -3.211)
H (-1.022, -1.971, -3.345)
H (0.672, -1.483, -3.709)
H (-0.692, -0.686, -4.573)
H (-2.761, -1.235, -1.289)
H (-5.188, -0.739, -1.526)
H (-5.918, 1.249, -2.821)
H (-4.240, 2.744, -3.850)
H (-1.831, 2.240, -3.623)

Values from the calculation:
**Electronic energy**: -5762.297347 a.u.
**Charge**: -1
**Frontier orbital gap (spin up / spin down)**: 7.111 / 4.988 eV
**Spin multiplicity**: 5
**E_HOMO (spin up / spin down)**: -5.02 / -5.21 eV
**<S²>**: 6.03



Formula: C4H13NOS2
Source: OMol25
Level of theory: ωB97M-V/def2-TZVPD

Geometry (Å):
S (-0.468, -0.563, 2.802)
S (1.331, -1.216, 1.758)
C (0.911, -0.691, 0.033)
C (-0.413, -0.021, -0.337)
C (-0.352, 1.480, -0.458)
N (-0.298, 1.989, -1.846)
C (0.029, 3.418, -1.988)
H (0.219, 0.368, 3.523)
H (1.044, -1.586, -0.593)
H (1.744, -0.137, -0.442)
H (-1.281, -0.282, 0.293)
H (-0.531, -0.556, -1.255)
H (-1.159, 2.078, 0.046)
H (0.620, 1.803, -0.016)
H (0.427, 1.428, -2.304)
H (1.098, 3.491, -2.205)
H (-0.303, 3.882, -1.061)
H (-0.544, 3.941, -2.755)
H (-0.774, -1.877, -3.965)
H (-1.453, -2.493, -2.739)
O (-1.465, -2.484, -3.708)

Values from the calculation:
**Electronic energy**: -1086.511595 a.u.
**Charge**: -1
**Frontier orbital gap (spin up / spin down)**: 3.271 / 6.809 eV
**Spin multiplicity**: 2
**E_HOMO (spin up / spin down)**: -0.12 / -3.66 eV
**<S²>**: 0.75



Formula: C2H2Cl4Si
Source: OMol25
Level of theory: ωB97M-V/def2-TZVPD

Geometry (Å):
C (-0.208, -0.029, 0.280)
C (-1.181, 1.065, 1.446)
Cl (-2.092, 2.263, 0.672)
Si (-0.410, 1.071, 3.203)
Cl (-0.671, -0.513, 4.476)
Cl (-0.946, 2.699, 4.230)
Cl (1.606, 1.094, 2.732)
H (-0.340, -0.107, -0.829)
H (0.242, -0.743, 0.807)

Values from the calculation:
**Electronic energy**: -2207.672181 a.u.
**Frontier orbital gap (spin up / spin down)**: 8.658 / 8.495 eV
**Spin multiplicity**: 1
**E_HOMO (spin up / spin down)**: -8.98 / -9.39 eV
**SMILES**: C=C(Cl)[Si](Cl)(Cl)Cl



Formula: C33H43CuN6O7
Source: OMol25
Level of theory: ωB97M-V/def2-TZVPD

Geometry (Å):
Cu (9.328, 3.079, 17.139)
C (7.530, 7.007, 15.521)
C (8.490, 7.062, 14.289)
C (9.860, 7.533, 14.815)
C (8.554, 5.844, 13.312)
C (9.171, 6.220, 12.104)
C (9.197, 5.430, 10.976)
C (8.615, 4.152, 11.133)
C (7.978, 3.741, 12.275)
C (7.311, 2.340, 12.200)
C (6.644, 1.733, 13.473)
C (6.319, 2.432, 11.030)
C (8.064, 4.555, 13.503)
N (7.856, 4.085, 14.766)
C (6.623, 4.024, 15.229)
O (5.601, 4.407, 14.592)
C (6.382, 3.473, 16.601)
C (5.074, 3.419, 17.087)
C (4.751, 3.003, 18.345)
C (5.799, 2.476, 19.090)
C (7.100, 2.512, 18.583)
N (7.407, 2.987, 17.376)
C (8.197, 2.026, 19.513)
O (7.895, 1.515, 20.610)
N (9.456, 2.114, 18.976)
C (10.498, 1.644, 19.785)
C (11.111, 0.415, 19.409)
C (12.314, 0.017, 20.079)
C (12.739, 0.687, 21.206)
C (11.987, 1.764, 21.705)
C (10.887, 2.280, 21.056)
C (10.122, 3.427, 21.741)
C (9.806, 3.025, 23.194)
C (11.079, 4.661, 21.946)
C (10.370, -0.520, 18.477)
C (9.789, -1.835, 19.172)
C (11.124, -1.043, 17.208)
H (7.720, 7.952, 16.111)
H (7.818, 6.193, 16.187)
H (6.499, 6.814, 15.201)
H (8.094, 7.918, 13.698)
H (10.337, 6.833, 15.503)
H (9.750, 8.469, 15.392)
H (10.640, 7.728, 14.049)
H (9.725, 7.157, 12.121)
H (9.863, 5.744, 10.173)
H (8.540, 3.484, 10.295)
H (8.106, 1.635, 11.915)
H (5.749, 2.269, 13.743)
H (7.450, 1.749, 14.234)
H (6.338, 0.707, 13.218)
H (5.832, 3.411, 10.968)
H (5.522, 1.694, 11.116)
H (6.775, 2.212, 10.022)
H (4.233, 3.788, 16.446)
H (3.765, 3.044, 18.692)
H (5.736, 2.116, 20.092)
H (12.808, -0.863, 19.693)
H (13.672, 0.437, 21.724)
H (12.287, 2.111, 22.676)
H (9.131, 3.650, 21.226)
H (10.755, 2.762, 23.732)
H (9.176, 2.101, 23.140)
H (9.205, 3.747, 23.802)
H (11.849, 4.469, 22.701)
H (10.491, 5.484, 22.388)
H (11.606, 5.035, 21.006)
H (9.538, 0.086, 18.075)
H (10.568, -2.626, 19.152)
H (8.994, -2.310, 18.577)
H (9.489, -1.713, 20.226)
H (11.793, -1.883, 17.452)
H (11.759, -0.288, 16.736)
H (10.539, -1.460, 16.420)
C (11.636, 7.727, 18.243)
O (10.577, 6.836, 18.655)
C (10.402, 5.625, 18.015)
O (9.226, 5.199, 18.029)
N (11.515, 5.029, 17.466)
N (11.289, 3.664, 17.133)
H (11.853, 7.584, 17.168)
H (12.503, 7.552, 18.908)
H (11.232, 8.754, 18.298)
H (12.383, 5.589, 17.280)
H (11.902, 2.950, 17.550)
H (11.410, 3.572, 16.008)
O (11.233, 3.307, 14.455)
N (10.451, 2.300, 14.485)
O (9.996, 1.734, 13.521)
O (9.993, 1.890, 15.637)

Values from the calculation:
**Electronic energy**: -3778.897614 a.u.
**Charge**: -1
**Frontier orbital gap (spin up / spin down)**: 6.810 / 6.444 eV
**Spin multiplicity**: 2
**E_HOMO (spin up / spin down)**: -4.70 / -4.70 eV
**<S²>**: 0.75



Formula: C5H7NO2
Source: OMol25
Level of theory: ωB97M-V/def2-TZVPD

Geometry (Å):
C (-0.445, 0.020, 1.161)
C (-1.202, -0.910, 0.267)
C (0.510, 1.070, -0.694)
C (2.204, -0.563, -1.377)
C (-0.173, 1.535, 0.478)
O (-2.445, -0.451, 0.012)
N (1.506, 0.378, -0.903)
O (-0.790, -1.952, -0.171)
H (-2.913, -1.090, -0.549)
H (-1.041, 0.251, 2.043)
H (0.488, -0.433, 1.483)
H (1.757, -1.454, -1.792)
H (3.285, -0.520, -1.314)
H (0.424, 2.207, 1.103)
H (-1.166, 1.912, 0.252)

Values from the calculation:
**Electronic energy**: -399.858757 a.u.
**Frontier orbital gap**: 7.800 eV
**Spin multiplicity**: 1
**E_HOMO**: -7.27 eV



Formula: H20HfO10
Source: OMol25
Level of theory: ωB97M-V/def2-TZVPD

Geometry (Å):
Hf (0.010, 0.039, 0.044)
O (1.353, -1.770, 4.083)
H (0.855, -2.318, 4.689)
H (2.260, -1.847, 4.379)
O (-1.453, 3.238, 3.142)
H (-1.767, 4.137, 3.235)
H (-1.766, 2.791, 3.929)
O (-0.806, 4.539, -1.707)
H (-0.360, 5.379, -1.598)
H (-1.627, 4.759, -2.149)
O (-1.042, -4.488, -0.050)
H (-0.562, -5.179, 0.406)
H (-1.719, -4.951, -0.544)
O (3.526, 2.233, 2.062)
H (4.446, 2.224, 1.798)
H (3.521, 2.695, 2.900)
O (-3.881, -1.122, 2.518)
H (-4.668, -1.500, 2.125)
H (-4.079, -1.076, 3.454)
O (-0.333, -2.012, -4.278)
H (-0.374, -1.623, -5.152)
H (-0.380, -2.955, -4.432)
O (3.081, 1.614, -3.250)
H (3.313, 2.478, -3.590)
H (3.621, 1.005, -3.753)
O (3.913, -2.665, -0.543)
H (3.889, -3.353, -1.209)
H (4.735, -2.812, -0.076)
O (-4.203, 0.819, -2.010)
H (-4.489, 0.868, -2.922)
H (-5.013, 0.850, -1.502)

Values from the calculation:
**Electronic energy**: -810.132289 a.u.
**Charge**: +4
**Frontier orbital gap**: 1.949 eV
**Spin multiplicity**: 1
**E_HOMO**: -22.01 eV